1.
Here is a 5-piece molecular cluster, C6H22N6O5 overall in a non-equilibrium geometry from the Open Molecules 2025 dataset. Energies are from the ωB97M-V functional and the def2-TZVPD basis.

The geometry in XYZ format:
```
39
Properties=species:S:1:pos:R:3:nbo_charge:R:1
O 12.57390 -27.23048 -14.10488 -0.715
O 10.72425 -24.01488 -20.44329 -0.692
O 13.22215 -20.09639 -19.75780 -0.740
O 13.33149 -20.14513 -16.86400 -0.779
O 12.28045 -24.91873 -16.93112 -0.761
N 10.19254 -23.75405 -18.12461 -0.869
N 12.46841 -24.91739 -13.86932 -0.796
N 10.63460 -25.93714 -14.42871 -0.850
N 13.58567 -22.48638 -16.74728 -0.805
N 8.58512 -23.52949 -19.56611 -0.837
N 11.71382 -21.64730 -17.25664 -0.859
C 12.80851 -25.92571 -17.74037 -0.259
C 12.92757 -21.45502 -16.95813 0.734
C 9.88811 -23.75444 -19.41207 0.765
C 13.66624 -22.45430 -19.97389 -0.643
C 14.24813 -21.12011 -19.81665 -0.079
C 11.93252 -26.03057 -14.09566 0.717
H 14.93796 -20.98906 -18.92051 0.170
H 12.85748 -20.18970 -18.86977 0.477
H 8.46856 -23.44145 -20.58624 0.422
H 13.14721 -25.37954 -18.62063 0.205
H 11.93372 -25.39019 -16.14051 0.498
H 9.43217 -23.68975 -17.45938 0.392
H 10.08909 -26.82254 -14.47067 0.438
H 13.49552 -24.97216 -13.55569 0.430
H 12.67425 -22.43077 -19.55185 0.213
H 7.83469 -23.59177 -18.94264 0.400
H 11.15522 -22.49706 -17.65213 0.411
H 11.10313 -20.83621 -17.35235 0.403
H 13.64989 -26.55403 -17.35709 0.194
H 14.23265 -23.17810 -19.49472 0.194
H 10.26350 -25.01679 -14.54193 0.386
H 13.17091 -23.39861 -16.80588 0.415
H 11.04848 -24.29776 -17.94595 0.448
H 12.14585 -24.03397 -14.03253 0.401
H 14.51846 -22.47602 -16.36287 0.405
H 14.76892 -20.89085 -20.76598 0.173
H 13.50438 -22.63595 -21.06369 0.218
H 11.98278 -26.51687 -17.90255 0.175
```

Values from the calculation:
SMILES string: NC(N)=O.NC(N)=O.NC(N)=O.CCO.CO
HOMO energy: -8.85 eV
maximum force: 0.2101 hartree/bohr
frontier orbital gap: 0.31023 Ha
total charge: 0
lowest unoccupied orbital energy: -0.0152 hartree


2.
Here is C6H23AlB2Cl5MgN2NaNbO9S as an isolated structure in a non-equilibrium geometry from the Open Molecules 2025 dataset. Energies are from the ωB97M-V functional and the def2-TZVPD basis.

The geometry in XYZ format:
```
52
Properties=species:S:1:pos:R:3:nbo_charge:R:1
Nb 1.39744 1.33409 0.27773 1.559
Cl -2.34583 -3.51728 -2.70374 -0.047
Cl -1.21358 -6.45570 -1.42352 -0.004
Cl 2.34078 -4.34109 0.79132 -0.704
Cl -4.82236 -0.22584 2.56279 2.546
Cl -6.45125 -0.87932 -1.00767 0.229
S 1.76202 2.79196 2.31370 -0.462
Al 3.70407 3.49938 -3.22175 0.934
Mg 3.24586 -4.78947 -1.35607 1.620
Na -1.89976 3.13715 -1.28981 0.948
O -4.13391 0.11144 3.78498 -0.865
O 1.21525 -0.03235 -1.27086 -0.965
O -6.21029 -0.49420 2.83905 -0.849
O 1.93242 -2.15482 -0.20842 -0.984
O -4.72891 0.88934 1.63501 -0.918
O -0.40670 -0.41219 2.23078 -0.904
O -5.60173 -2.30290 -2.18789 -0.722
O -4.20893 -1.39641 1.96745 -0.887
O 3.36011 -1.05884 -1.81598 -0.914
N 3.28751 2.01305 -0.54410 -1.066
N -1.91337 1.07731 1.00150 -0.748
C -2.44252 0.53036 -0.26719 -0.468
C -1.02173 -3.72265 -1.53164 -0.393
C -0.25552 -5.00926 -1.79096 -0.413
C -2.07933 2.52356 1.15876 -0.396
C 3.51823 3.44073 -0.44699 -0.117
C 4.73768 3.71861 0.47818 -0.641
B -0.54267 0.61705 1.27685 0.778
B 2.13932 -1.06199 -1.07625 1.270
H 5.55971 2.99995 0.27800 0.207
H 0.63602 -5.05057 -1.14945 0.176
H -2.82749 -0.48720 -0.04486 0.283
H -4.74734 -2.76514 -2.30643 0.491
H -0.35887 -2.86400 -1.64415 0.220
H 2.57075 2.11084 3.18459 0.185
H 3.99105 -1.62903 -1.36524 0.464
H 5.18316 4.72157 0.30719 0.223
H 2.33984 0.04271 1.19744 -0.350
H -1.44063 -3.69697 -0.52736 0.257
H 0.11740 -0.06215 2.96397 0.513
H -2.65801 2.71445 2.08499 0.272
H 2.62753 4.03260 -0.17663 0.231
H 0.49111 2.68422 -0.59639 -0.515
H -3.34616 1.11510 -0.54507 0.216
H 3.86786 3.75593 -1.49415 -0.095
H -1.69734 0.45011 -1.09947 0.149
H 4.04458 1.52750 -0.06796 0.390
H -1.13338 3.10142 1.26349 0.195
H 0.06777 -5.07476 -2.83288 0.205
H -2.66183 2.98998 0.30147 0.086
H 4.48544 3.65649 1.54738 0.256
H 2.52651 -2.10275 0.54621 0.522
```

Values from the calculation:
HOMO energy: -9.30 eV
maximum force: 0.0804 hartree/bohr
frontier orbital gap: 0.06171 Ha
total charge: +1
lowest unoccupied orbital energy: -0.2799 hartree


3.
Here is a 5-piece molecular cluster, C6H23N2O4 overall in a non-equilibrium geometry from the Open Molecules 2025 dataset. Energies are from the ωB97M-V functional and the def2-TZVPD basis.

The geometry in XYZ format:
```
35
Properties=species:S:1:pos:R:3:nbo_charge:R:1
O 3.88989 0.78989 1.90505 -0.939
O -1.93438 0.23740 3.19107 -0.946
O 1.11199 2.39673 -0.54234 -0.975
O 2.33239 -1.80220 -2.19945 -0.949
N 1.06720 -0.40311 -0.11733 -0.713
N -1.78506 2.38605 -1.24964 -0.851
C -0.01491 -0.67763 0.96541 -0.025
C 0.47997 -1.81563 1.85702 -0.638
C -1.23671 -1.09225 0.14888 -0.460
C -1.82058 1.24895 -0.41717 -0.008
C -1.67766 -0.00988 -0.81813 -0.094
C -1.60047 -0.34965 -2.27580 -0.655
H 0.30264 -1.58478 2.91188 0.232
H -2.19443 0.28109 -2.93428 0.232
H 0.65123 -0.50159 -1.02842 0.431
H 1.54917 -1.96999 1.76114 0.224
H -1.83393 -1.37972 -2.54231 0.234
H 1.30833 0.59674 -0.00543 0.472
H 1.90482 -0.93300 0.07376 0.449
H 1.46155 -1.72630 -2.61656 0.461
H -1.58645 -0.40689 3.82431 0.473
H 3.49891 1.67491 1.89376 0.472
H -2.35896 2.35995 -2.08836 0.391
H -2.04316 -1.16862 0.88506 0.260
H -0.60251 -0.19475 -2.69300 0.186
H 4.48403 0.86813 1.13996 0.470
H 0.25713 2.54368 -1.00013 0.506
H -2.11092 3.20869 -0.76609 0.390
H -2.87565 0.08092 3.36296 0.481
H -0.08704 -2.74027 1.76013 0.234
H 1.75287 2.45693 -1.26260 0.481
H -1.84568 1.50054 0.63517 0.211
H 2.84215 -2.02153 -2.99411 0.492
H -1.10908 -2.07316 -0.30672 0.226
H -0.17669 0.22033 1.54229 0.245
```

Values from the calculation:
HOMO energy: -11.85 eV
maximum force: 0.0518 hartree/bohr
frontier orbital gap: 0.33846 Ha
total charge: +1
lowest unoccupied orbital energy: -0.0969 hartree


4.
Here is a 5-piece molecular cluster, C6H23NO6 overall in a non-equilibrium geometry from the Open Molecules 2025 dataset. Energies are from the ωB97M-V functional and the def2-TZVPD basis.

The geometry in XYZ format:
```
36
Properties=species:S:1:pos:R:3:nbo_charge:R:1
O -1.07311 5.96733 20.81042 -0.553
O -5.36753 2.04404 23.43371 -0.944
O -4.36700 -1.42644 18.32631 -0.943
O -6.64812 1.01567 19.93810 -0.958
O -9.91231 0.49622 17.67977 -0.941
O 2.65116 5.42200 18.72586 -0.540
N 0.05422 4.79744 18.50890 -0.642
C -1.14859 4.20204 18.99639 -0.219
C 3.89390 6.07321 18.48899 -0.249
C -1.80403 6.95197 21.60006 -0.252
C 2.36512 4.53641 17.71255 -0.073
C -1.92697 5.22474 19.89078 -0.062
C 1.08305 3.87276 18.06839 -0.220
H -7.43564 0.75085 19.46279 0.479
H -3.66496 -1.49820 18.97301 0.472
H 1.12389 3.10024 18.83627 0.159
H 3.11801 3.76223 17.56454 0.172
H -1.13152 7.59009 22.17332 0.195
H -5.71802 1.82726 22.56977 0.479
H -2.41448 5.85705 19.14875 0.161
H -5.92611 0.63935 19.43479 0.478
H -9.90834 -0.13616 16.96121 0.469
H 0.76377 3.35149 17.16593 0.181
H -2.44341 7.59444 20.99465 0.167
H -1.82749 3.89031 18.20266 0.190
H 0.46404 5.42562 19.18532 0.391
H -2.55420 6.57473 22.29507 0.171
H 3.92500 6.56599 17.51724 0.167
H -10.65043 1.07425 17.48667 0.472
H 4.74841 5.39971 18.55463 0.168
H -2.75296 4.72447 20.39632 0.173
H 2.11574 5.13742 16.83808 0.169
H -0.94714 3.38002 19.68328 0.154
H 3.96271 6.85771 19.24259 0.194
H -4.63679 -2.33032 18.16369 0.471
H -5.87584 1.50615 24.04078 0.465
```

Values from the calculation:
SMILES string: COCCNCCOC.O.O.O.O
HOMO energy: -8.26 eV
maximum force: 0.0456 hartree/bohr
frontier orbital gap: 0.32393 Ha
total charge: 0
lowest unoccupied orbital energy: 0.0203 hartree